Arrangement P

{"formula": "C2H10NS", "method": "ωB97M-V/def2-TZVPD", "species": ["N", "H", "H", "H", "H", "C", "S", "C", "H", "H", "H", "H", "H", "H"], "positions_angstrom": [[2.12924, 0.65699, 1.36971], [1.76267, 1.00356, 2.26238], [3.02063, 1.09225, 1.13785], [2.19246, -0.35482, 1.50487], [1.41193, 0.92951, 0.65978], [-2.10506, -0.77285, -0.39876], [-0.45163, -0.10836, 0.15055], [0.36392, 0.12698, -1.47132], [-1.81311, -1.76561, -0.71402], [-2.49881, -0.14074, -1.19846], [-2.83178, -0.65500, 0.40079], [1.27525, 0.73657, -1.35045], [0.58498, -0.73787, -2.08298], [-0.27707, 0.83216, -1.99017]], "nbo_charge": [-0.88, 0.46, 0.45, 0.46, 0.46, -0.68, 0.05, -0.74, 0.24, 0.23, 0.25, 0.20, 0.24, 0.24], "total_charge": 1, "homo_energy_ev": -12.8, "lumo_energy_ev": -3.95}

---

Arrangement Q

{"formula": "C2H10NS", "method": "ωB97M-V/def2-TZVPD", "species": ["N", "H", "H", "H", "H", "C", "C", "S", "H", "H", "H", "H", "H", "H"], "positions_angstrom": [[2.41596, -1.68365, -0.15481], [2.60940, -1.48880, 0.83077], [1.56362, -1.07241, -0.38646], [3.21960, -1.54437, -0.76148], [2.12452, -2.64600, -0.31262], [-2.04378, 0.55971, 0.75691], [-1.38874, 1.16700, -0.46909], [0.40936, 0.61665, -0.66850], [-1.43813, 0.57899, 1.64496], [-2.46893, -0.41196, 0.49553], [-2.92301, 1.17690, 0.97747], [-1.80369, 0.82261, -1.41556], [-1.27411, 2.24072, -0.41390], [0.99794, 1.68460, -0.12322]], "nbo_charge": [-0.90, 0.45, 0.45, 0.45, 0.45, -0.64, -0.42, -0.16, 0.22, 0.22, 0.24, 0.24, 0.23, 0.16], "total_charge": 1, "homo_energy_ev": -13.4, "lumo_energy_ev": -3.83}

---

It is arrangement P that is the least stable of them.